Here is a molecular structure, C18H15N3O2RuS5 from the Open Molecules 2025 dataset. Energies are from the ωB97M-V functional and the def2-TZVPD basis.

Output
- HOMO (alpha / beta) (Eh) = -0.3756 / -0.4314
- largest force on an atom (hartree/bohr) = 0.010
- charge = +1
- HOMO-LUMO gap (alpha / beta) (eV) = 6.88 / 6.35
- lowest unoccupied orbital energy (alpha / beta) (eV) = -3.338 / -5.390
- spin multiplicity = 6

```
44
Properties=species:S:1:pos:R:3:forces:R:3
Ru -0.06354 -0.50630 0.71493 -0.2 -0.2 -0.2
S -0.95313 0.27564 2.76968 0.2 0.5 0.2
C -0.33395 -0.38315 4.24332 -0.1 -0.2 -0.1
C 0.03367 -1.73342 4.32255 0.1 0.0 0.0
C 0.50521 -2.23990 5.51656 0.0 0.0 0.0
C 0.62717 -1.40793 6.62519 0.0 0.0 0.0
C 0.26756 -0.06688 6.54605 0.0 0.0 0.0
C -0.22835 0.44889 5.36467 -0.1 0.0 0.0
H -0.06575 -2.36850 3.45157 0.0 0.0 0.0
H 0.78270 -3.28216 5.58668 0.0 0.0 0.0
H 1.00048 -1.80883 7.55698 0.0 0.0 0.0
H 0.36539 0.57158 7.41272 0.0 0.0 0.0
H -0.52859 1.48509 5.29580 0.0 0.0 0.0
O -3.58823 -3.09822 1.63199 -0.1 0.1 0.0
S -3.14146 -2.59663 0.37390 0.0 -0.1 0.1
O -3.85824 -1.49176 -0.21911 0.0 0.0 0.0
N -1.52924 -2.20528 0.45711 0.0 0.0 0.0
C -0.79061 -2.97872 -0.30938 0.1 -0.1 -0.1
S 0.86801 -2.64377 -0.36050 0.0 0.1 0.0
C -1.54228 -3.99073 -1.07895 0.0 0.1 0.1
C -1.08227 -4.91478 -1.99885 0.0 0.0 0.0
C -2.02102 -5.72081 -2.63135 0.0 0.0 0.0
C -3.37912 -5.59366 -2.35463 0.0 0.0 0.0
C -3.84543 -4.66200 -1.43092 0.1 -0.1 0.0
C -2.89765 -3.88047 -0.80862 -0.1 0.0 -0.1
H -0.02608 -4.99952 -2.21481 0.0 0.0 0.0
H -1.69406 -6.45497 -3.35389 0.0 0.0 0.0
H -4.08810 -6.22664 -2.87034 0.0 0.0 0.0
H -4.89946 -4.55982 -1.21656 0.0 0.0 0.0
C -0.77401 3.68595 0.51827 0.0 0.0 0.0
N -1.98093 2.86869 0.49737 0.1 0.1 0.1
C -3.15204 3.14540 1.17314 0.0 -0.1 0.0
C -3.98545 2.09817 0.97415 0.1 0.0 -0.1
N -3.31269 1.20602 0.17755 0.0 -0.1 0.1
C -2.08701 1.67182 -0.09410 -0.1 -0.2 -0.2
S -0.89742 0.88071 -1.07249 0.1 0.0 0.1
H -1.04430 4.68381 0.84971 0.0 0.0 0.0
H -0.35162 3.73215 -0.48199 0.0 0.0 0.0
H -0.04636 3.25223 1.20407 0.0 0.0 0.0
H -3.28578 4.05490 1.72738 0.0 0.1 0.0
H -4.98802 1.92217 1.31468 0.0 0.0 0.0
H -3.61763 0.25854 -0.08154 0.0 0.1 0.0
S 2.94098 0.95422 0.26396 0.2 0.1 0.0
C 1.87938 0.17625 1.03106 0.0 -0.1 0.0
```
Forces are in eV/Å.

Here is a molecular structure, C18H15N3OSZn from the Open Molecules 2025 dataset. Energies are from the ωB97M-V functional and the def2-TZVPD basis.

Output
- HOMO (Eh) = -0.2980
- largest force on an atom (hartree/bohr) = 0.007
- HOMO-LUMO gap (eV) = 8.39
- lowest unoccupied orbital energy (eV) = 0.280
- relative energy (zero: lowest compared OMol25 entry of this formula, charge and spin) (kJ/mol) = 38.0
- spin multiplicity = 1

```
39
Properties=species:S:1:pos:R:3:forces:R:3
Zn 0.13061 0.37335 -0.21200 0.0 0.2 0.3
O 1.13629 4.23215 0.27751 -0.1 0.0 0.0
C 1.10479 3.03175 0.02533 0.3 0.0 -0.1
N 0.08885 2.30914 -0.44892 -0.1 -0.1 0.1
C -1.18381 2.96249 -0.63794 -0.1 0.0 -0.1
C -2.28655 2.09730 -0.07900 0.0 -0.1 -0.1
C -3.40574 2.61507 0.55600 0.0 0.0 -0.1
C -4.37365 1.74397 1.02401 0.0 0.0 0.0
C -4.20035 0.37935 0.84815 0.0 0.0 0.0
C -3.04885 -0.05726 0.22131 0.0 0.0 0.0
N -2.11681 0.78009 -0.23367 0.0 0.0 0.0
C 2.36390 2.20054 0.25319 -0.1 0.0 -0.1
C 3.45495 2.76216 0.89513 0.0 0.0 0.0
C 4.57547 1.97676 1.09784 0.0 0.0 0.0
C 4.57363 0.66575 0.64414 0.0 0.0 0.0
C 3.43878 0.18737 0.01576 0.0 0.0 0.0
N 2.35377 0.93568 -0.17584 0.0 0.0 0.1
H -1.38756 3.08070 -1.71049 0.0 0.1 0.0
H -1.20257 3.95864 -0.19414 0.0 0.0 0.1
H -3.50108 3.68489 0.68418 0.0 0.0 0.0
H -5.25023 2.12550 1.53168 0.0 0.0 0.0
H -4.92900 -0.33499 1.20369 0.0 0.0 0.0
H -2.84871 -1.11162 0.08313 0.0 0.0 0.0
H 3.39061 3.79215 1.21423 0.0 0.0 0.0
H 5.44346 2.37785 1.60518 0.0 0.0 0.0
H 5.42987 0.01948 0.77563 0.0 0.0 0.0
H 3.39142 -0.83070 -0.34800 0.0 0.0 0.0
S 0.17700 -1.37523 1.18711 0.0 -0.3 -0.1
C 0.02094 -2.75527 0.06629 0.0 -0.1 -0.1
C -1.17045 -3.47680 -0.00600 0.0 0.0 0.1
C -1.29464 -4.57116 -0.84969 0.0 0.0 0.0
C -0.22779 -4.97125 -1.64101 0.0 0.0 0.0
C 0.96880 -4.27130 -1.56848 0.0 0.0 0.0
C 1.09157 -3.18169 -0.72044 0.0 0.1 0.0
H -2.00004 -3.18098 0.62422 0.0 0.0 0.0
H -2.22886 -5.11742 -0.88668 0.0 0.0 0.0
H -0.32433 -5.82395 -2.29999 0.0 0.0 0.0
H 1.81385 -4.58127 -2.17039 0.0 0.0 0.0
H 2.03249 -2.65121 -0.65099 0.0 0.0 0.0
```
Forces are in eV/Å.

Here is a molecular structure, C18H15N4PdS5Se2Si in a non-equilibrium geometry from the Open Molecules 2025 dataset. Energies are from the ωB97M-V functional and the def2-TZVPD basis.

Output
- HOMO (alpha / beta) (Eh) = -0.1576 / -0.1719
- largest force on an atom (hartree/bohr) = 0.068
- charge = -1
- HOMO-LUMO gap (alpha / beta) (eV) = 5.19 / 5.42
- lowest unoccupied orbital energy (alpha / beta) (eV) = 0.905 / 0.746
- relative energy (zero: lowest compared OMol25 entry of this formula, charge and spin) (kJ/mol) = 0.0
- spin multiplicity = 3

```
46
Properties=species:S:1:pos:R:3:forces:R:3
Pd 2.39437 4.45445 -0.67777 0.0 -0.5 -0.1
S -4.83128 3.47022 -0.29082 -1.5 -0.3 -0.2
C -3.23671 3.57769 -0.38833 2.2 0.7 0.4
S -2.06442 2.43596 -0.98760 -0.8 0.2 0.4
C -0.64062 3.30136 -0.51297 1.1 0.0 -1.1
C -0.79409 4.60474 -0.01606 0.7 -0.4 0.1
S 0.50350 5.65022 0.30809 -0.2 -0.2 -0.2
S -2.44464 5.02414 0.26886 -0.5 -0.1 -0.1
S 0.84444 2.62347 -1.01304 -0.4 0.4 0.3
Se -3.11153 -6.41250 -1.03169 0.5 1.6 0.2
N -4.13672 -4.92943 -0.99034 -0.1 -0.2 -0.2
C -3.38005 -3.91280 -0.65224 -2.9 0.3 0.7
C -3.97994 -2.58914 -0.33331 1.2 1.2 -0.4
C -5.29546 -2.24372 -0.45238 -2.0 -0.8 0.0
C -5.79692 -1.02191 -0.03465 1.5 1.7 0.7
C -4.83577 -0.00901 0.36894 -0.5 -2.8 -1.4
N -3.51594 -0.25777 0.25954 -1.8 0.8 1.0
C -3.15494 -1.49424 0.00386 1.9 -1.6 -0.6
C -1.68277 -1.75950 0.03683 0.5 -1.2 0.4
N -0.87807 -0.69685 0.14211 -2.1 -0.8 -0.4
C 0.37569 -0.94265 0.32495 3.0 1.8 0.2
C 0.99446 -2.16401 0.45459 -1.7 -1.4 0.0
C 0.19103 -3.28022 0.23370 1.0 -0.9 0.5
C -1.15318 -3.13164 0.03934 -1.3 3.2 -0.6
C -2.05096 -4.18799 -0.34712 2.0 -2.1 -0.6
N -1.64725 -5.44485 -0.55526 -0.6 0.5 0.4
H -5.96376 -3.00973 -0.82741 -0.2 0.0 0.1
H -6.86263 -0.77654 0.00620 0.4 -0.3 -0.2
H -5.18004 0.95299 0.67640 0.1 0.5 0.1
H 1.02316 -0.04339 0.33146 -0.4 -0.5 0.2
H 1.97627 -2.26368 0.82301 1.2 0.1 -0.2
H 0.54086 -4.32540 0.22741 0.2 0.7 0.1
C 3.63212 1.71329 1.47751 -0.6 -1.8 -1.4
Si 4.64443 1.83917 -0.10403 0.9 -1.6 0.5
C 6.38835 1.98360 0.63668 0.5 -1.4 -1.1
C 4.49464 0.00813 -0.75952 -0.4 0.8 -0.2
Se 4.57278 3.40113 -1.64860 -1.0 0.7 -0.1
H 4.25043 1.12432 2.14667 0.1 -0.1 0.2
H 2.70206 1.12908 1.29222 0.4 0.6 0.2
H 3.42912 2.64134 1.89271 -0.6 1.7 1.0
H 6.55221 1.28793 1.45827 -0.2 0.1 0.4
H 6.55915 2.99750 0.92028 0.3 0.7 0.4
H 7.16684 1.67634 -0.09693 -0.4 0.5 0.1
H 4.71889 -0.65311 0.09432 -0.1 0.1 -0.3
H 5.22701 -0.14689 -1.57000 -0.4 -0.1 0.3
H 3.45590 -0.20009 -1.13387 0.9 0.1 0.3
```
Forces are in eV/Å.

Here is a molecular structure, C18H15N5RhS2 in a non-equilibrium geometry from the Open Molecules 2025 dataset. Energies are from the ωB97M-V functional and the def2-TZVPD basis.

Output
- HOMO (alpha / beta) (Eh) = -0.3910 / -0.3983
- largest force on an atom (hartree/bohr) = 0.049
- charge = +1
- HOMO-LUMO gap (alpha / beta) (eV) = 4.28 / 4.96
- lowest unoccupied orbital energy (alpha / beta) (eV) = -6.361 / -5.874
- relative energy (zero: lowest compared OMol25 entry of this formula, charge and spin) (kJ/mol) = 61.0
- spin multiplicity = 1

```
41
Properties=species:S:1:pos:R:3:forces:R:3
Rh -1.04066 1.37800 -1.14525 -0.7 -1.0 0.2
S -1.00465 -0.76344 -0.46870 0.8 0.9 -0.1
C 0.73516 -0.84540 -0.08699 -2.3 -0.2 -0.9
N 1.28489 -1.88011 0.50776 0.3 -0.3 0.4
N 0.58778 -2.93386 0.71899 0.0 0.8 -0.5
C 0.94535 -3.90339 1.65011 0.5 -0.9 0.7
C 2.12909 -3.80463 2.38880 -0.3 0.2 -0.3
C 2.41122 -4.76786 3.33580 0.0 -0.1 0.1
C 1.53423 -5.82449 3.55384 0.0 0.0 0.0
C 0.36054 -5.91699 2.81746 0.1 -0.1 0.1
C 0.06381 -4.96571 1.86269 0.0 0.4 -0.3
N 1.47831 0.21847 -0.35695 1.3 0.9 0.5
N 0.93556 1.30259 -0.72935 -0.1 -0.8 -0.2
C 1.84207 2.35143 -0.96279 1.2 0.9 0.0
C 1.40173 3.67874 -0.96049 -0.1 -0.5 0.1
C 2.29316 4.70603 -1.20192 0.2 0.1 0.0
C 3.63382 4.43498 -1.43222 -0.1 0.0 0.1
C 4.09280 3.12389 -1.37389 0.0 0.1 0.0
C 3.21316 2.08998 -1.13828 -0.5 -0.2 0.0
H -0.31334 -3.02334 0.25407 -0.2 0.0 0.2
H 2.79397 -2.97316 2.20661 0.1 0.0 0.1
H 3.31751 -4.69259 3.92070 0.0 0.0 0.0
H 1.76346 -6.57207 4.30035 0.0 0.0 0.0
H -0.32904 -6.72967 2.99879 0.0 0.0 0.0
H -0.85239 -5.02208 1.28550 0.0 -0.1 0.0
H 0.37342 3.89968 -0.72124 0.0 0.0 0.0
H 1.94147 5.72864 -1.19579 0.0 0.0 0.0
H 4.32067 5.24463 -1.63759 0.0 0.0 0.0
H 5.14484 2.91298 -1.50908 0.0 0.0 0.0
H 3.55081 1.06669 -1.08549 0.1 0.0 -0.1
S -1.66402 3.30669 -2.28128 0.7 -0.4 0.4
C -3.22010 2.65699 -1.81088 -0.4 0.1 -0.1
C -4.45502 3.28148 -1.79096 0.1 0.0 0.0
C -5.54536 2.52485 -1.39119 0.0 -0.1 0.0
C -5.37462 1.18611 -1.05831 0.0 0.1 0.0
C -4.09998 0.65005 -1.06531 0.0 -0.1 0.1
N -3.04742 1.38808 -1.41242 -0.6 0.3 -0.1
H -4.54463 4.32164 -2.06851 0.0 0.0 0.0
H -6.52623 2.97781 -1.34018 0.0 0.0 -0.1
H -6.21653 0.56896 -0.78237 0.0 0.0 0.0
H -3.91483 -0.38059 -0.79407 0.0 0.0 0.1
```
Forces are in eV/Å.